Entry 1:
Entry from the Open Molecules 2025 dataset: C24H21BrN4O2RuSb as an isolated structure in a non-equilibrium geometry (ωB97M-V/def2-TZVPD).

Multiplicity = 2
Total charge = +2
Orbital gap (alpha / beta) = 6.6 / 7.3 eV
HOMO (alpha / beta) = -13.578 / -14.446 eV

Geometry (Å):
Ru (-0.147, -0.163, 0.025)
C (-1.683, -1.846, -2.384)
C (-2.415, -1.911, -1.081)
C (-3.588, -2.651, -0.981)
C (-4.258, -2.742, 0.222)
C (-3.727, -2.090, 1.329)
C (-2.552, -1.384, 1.181)
N (-1.915, -1.274, -0.004)
Sb (-1.596, -0.323, 2.760)
C (-0.859, 2.492, 0.666)
C (-0.757, 3.877, 0.812)
C (-1.016, 4.564, -0.376)
C (-1.503, 3.879, -1.475)
C (-1.665, 2.502, -1.462)
C (-2.282, 1.773, -2.611)
N (-1.216, 1.784, -0.403)
C (0.274, -1.375, 2.518)
C (0.901, -1.846, 3.655)
C (2.038, -2.634, 3.521)
C (2.457, -2.966, 2.253)
C (1.794, -2.464, 1.134)
C (2.214, -2.907, -0.229)
N (0.755, -1.623, 1.275)
H (-2.383, -1.795, -3.217)
H (-1.075, -2.744, -2.521)
H (-1.032, -0.977, -2.434)
H (-3.964, -3.150, -1.863)
H (-5.173, -3.312, 0.302)
H (-4.217, -2.137, 2.292)
H (-1.145, 4.307, 1.728)
H (-0.859, 5.634, -0.415)
H (-1.765, 4.420, -2.375)
H (-3.355, 1.970, -2.649)
H (-2.141, 0.703, -2.510)
H (-1.863, 2.104, -3.561)
H (0.498, -1.616, 4.633)
H (2.559, -3.008, 4.393)
H (3.298, -3.628, 2.100)
H (2.487, -3.961, -0.199)
H (3.088, -2.356, -0.581)
H (1.403, -2.782, -0.940)
Br (1.694, -0.547, -2.562)
C (2.555, 0.508, -1.264)
C (3.849, 0.957, -1.477)
C (4.377, 1.854, -0.565)
C (3.567, 2.319, 0.462)
C (2.287, 1.816, 0.573)
N (1.800, 0.851, -0.225)
C (1.297, 2.509, 1.463)
O (1.204, 3.693, 1.421)
O (0.064, 1.767, 1.519)
H (4.406, 0.621, -2.340)
H (5.386, 2.224, -0.686)
H (3.899, 3.083, 1.150)

Cartesian forces (eV/Å) of the 6 atoms listed first:
-0.5 0.1 0.3
0.0 -0.1 0.0
0.0 0.0 0.0
0.0 0.0 0.0
0.0 0.0 0.0
0.0 0.0 -0.1



Entry 2:
Entry from the Open Molecules 2025 dataset: a 2-piece molecular cluster, C2H5Cl2N2 overall in a non-equilibrium geometry (ωB97M-V/def2-TZVPD).

Total charge = +1
Energy relative to the best compared isomer or geometry (same formula, charge and spin) = 2.646 eV
Orbital gap (alpha / beta) = 8.5 / 8.4 eV
HOMO (alpha / beta) = -13.942 / -13.939 eV

Geometry (Å):
C (0.581, -0.082, 0.047)
C (-1.730, 0.048, 0.711)
N (0.986, 1.160, -0.094)
N (1.124, -1.187, -0.404)
Cl (-2.178, -1.442, 0.024)
Cl (-2.226, 1.465, -0.152)
H (-1.248, 0.033, 1.755)
H (0.458, 1.953, 0.238)
H (1.873, 1.202, -0.508)
H (0.622, -1.990, -0.381)
H (1.738, -1.160, -1.235)

Cartesian forces (eV/Å) of the 6 atoms listed first:
-3.6 1.1 1.1
3.6 -0.4 -0.5
-0.2 -2.5 0.1
2.3 3.5 -1.4
-0.4 0.3 0.5
0.2 -0.9 1.2



Entry 3:
Entry from the Open Molecules 2025 dataset: a 2-piece molecular cluster, C4H9NO2 overall in a non-equilibrium geometry (ωB97M-V/def2-TZVPD).

Total charge = 0
Energy relative to the best compared isomer or geometry (same formula, charge and spin) = 4.868 eV
Orbital gap = 9.3 eV
HOMO = -8.549 eV

Geometry (Å):
C (-1.703, 0.230, 1.705)
N (-1.003, -1.017, 1.541)
C (-0.142, -1.660, 1.082)
O (1.232, -0.959, -0.304)
C (0.498, -0.488, -1.386)
C (0.600, 1.045, -1.420)
O (0.519, 1.532, -0.092)
H (-1.183, 0.991, 1.112)
H (-2.731, 0.099, 1.361)
H (-1.712, 0.488, 2.766)
H (0.647, -2.185, 0.497)
H (0.856, -0.900, -2.346)
H (-0.578, -0.762, -1.310)
H (1.562, 1.342, -1.866)
H (-0.205, 1.500, -2.007)
H (1.049, 0.854, 0.375)

Cartesian forces (eV/Å) of the 6 atoms listed first:
-0.1 0.1 0.0
0.8 -0.6 -0.5
-0.9 0.5 0.5
0.1 -0.1 -0.1
-0.1 0.1 -0.2
0.0 0.0 -0.3



Entry 4:
Entry from the Open Molecules 2025 dataset: a 2-piece molecular cluster, C7H7FOS2 overall in a non-equilibrium geometry (ωB97M-V/def2-TZVPD).

SMILES = C#C[C@@H](C)F.O=C(C=S)C=S
Total charge = 0
Orbital gap = 7.3 eV
HOMO = -9.127 eV

Geometry (Å):
C (-3.411, -1.365, -0.422)
C (-2.621, -0.457, -0.408)
C (-1.653, 0.648, -0.378)
C (-0.500, 0.379, 0.573)
F (-1.138, 0.844, -1.656)
H (-4.112, -2.171, -0.432)
H (-2.172, 1.573, -0.098)
H (0.201, 1.218, 0.544)
H (0.021, -0.534, 0.274)
H (-0.868, 0.256, 1.595)
O (1.379, -1.228, 1.255)
C (1.816, -0.437, 0.448)
C (1.674, -0.738, -1.021)
S (2.794, -0.435, -2.131)
C (2.486, 0.817, 0.943)
S (2.335, 2.265, 0.267)
H (0.770, -1.308, -1.250)
H (2.996, 0.673, 1.898)

Cartesian forces (eV/Å) of the 6 atoms listed first:
0.3 0.3 0.0
-0.3 -0.3 -0.1
-0.3 0.2 0.5
-1.2 0.1 -0.6
0.1 0.0 -0.2
0.1 0.2 0.0



Entry 5:
Entry from the Open Molecules 2025 dataset: C10H17NOSr as an isolated structure in a non-equilibrium geometry (ωB97M-V/def2-TZVPD).

Total charge = -2
Energy relative to the best compared isomer or geometry (same formula, charge and spin) = 0.000 eV
Orbital gap = 4.0 eV
HOMO = 1.572 eV

Geometry (Å):
C (-0.347, 1.153, -3.059)
C (1.059, 1.371, -2.916)
C (1.252, 2.321, -1.867)
C (-0.033, 2.691, -1.363)
C (-1.018, 1.977, -2.108)
Sr (0.233, -0.191, -0.530)
N (-1.431, -1.386, -1.707)
C (-0.236, -2.385, -1.521)
C (1.129, -2.109, -2.007)
H (2.209, 2.743, -1.556)
H (1.837, 0.927, -3.537)
H (-0.228, 3.442, -0.598)
H (-2.101, 2.070, -2.001)
H (-0.820, 0.484, -3.775)
H (1.185, -2.133, -3.098)
H (-0.230, -2.752, -0.472)
H (-2.252, -1.949, -1.456)
H (1.858, -2.759, -1.510)
H (-0.585, -3.195, -2.179)
C (-1.372, -0.400, 3.275)
C (-0.041, 0.208, 2.855)
C (1.006, 0.208, 3.956)
O (0.446, -0.464, 1.739)
H (-1.202, -1.413, 3.655)
H (-2.052, -0.488, 2.422)
H (-1.880, 0.177, 4.054)
H (-0.239, 1.271, 2.614)
H (1.185, -0.818, 4.291)
H (1.953, 0.592, 3.574)
H (0.713, 0.808, 4.824)

Cartesian forces (eV/Å) of the 6 atoms listed first:
0.6 1.0 0.1
-0.8 0.6 0.1
-0.4 -0.1 -0.3
0.1 -0.2 -0.5
0.6 0.0 -0.3
0.3 1.5 -0.6



Entry 6:
Entry from the Open Molecules 2025 dataset: one molecule with the formula C3H6F2S in a non-equilibrium geometry (ωB97M-V/def2-TZVPD).

SMILES = CC(F)(F)CS
Total charge = 0
Energy relative to the best compared isomer or geometry (same formula, charge and spin) = 0.000 eV
Orbital gap = 10.2 eV
HOMO = -9.440 eV

Geometry (Å):
C (-0.568, -0.612, 1.106)
C (0.638, -0.199, 0.256)
F (1.225, 0.941, 0.858)
F (1.545, -1.238, 0.288)
C (0.307, 0.099, -1.180)
S (-0.855, 1.452, -1.366)
H (-1.225, 0.157, 1.363)
H (-1.199, -1.272, 0.531)
H (-0.191, -1.240, 1.947)
H (1.135, 0.357, -1.821)
H (-0.163, -0.799, -1.599)
H (-0.648, 2.354, -0.383)

Cartesian forces (eV/Å) of the 6 atoms listed first:
1.5 -2.0 -0.3
-0.4 0.4 1.0
-0.1 -1.3 -0.6
0.0 0.7 0.0
0.1 0.3 0.0
-1.5 0.5 -0.6